Record 1
This record from the OMol25 dataset describes a 2-piece molecular cluster, C4H8O overall. The level of theory is the ωB97M-V functional and the def2-TZVPD basis.

```
13
Properties=species:S:1:pos:R:3:forces:R:3
C -0.06258 1.60307 -0.01176 0.031 -0.024 0.148
C 0.41338 1.38530 1.21423 -0.062 0.094 -0.256
C -0.05019 0.22403 2.01770 -0.193 -0.237 -0.068
O -0.77416 -0.65099 1.59406 0.301 0.387 0.204
H 0.25965 2.44825 -0.61481 -0.037 -0.142 0.134
H -0.80027 0.92544 -0.43589 0.125 0.113 0.074
H 1.14301 2.05208 1.67082 -0.124 -0.122 -0.059
H 0.30947 0.19459 3.06757 -0.049 -0.030 -0.139
C -0.14805 -1.53290 -1.78970 -0.003 -0.021 0.034
H -1.20051 -1.47386 -2.07977 0.155 0.003 0.022
H 0.24914 -2.50978 -2.07591 -0.045 0.150 0.018
H 0.41791 -0.74483 -2.29492 -0.086 -0.141 0.068
H -0.07212 -1.41037 -0.70641 -0.013 -0.029 -0.182
```
Forces are in eV/Å.

Output
charge	0
SMILES	C=CC=O.C
M	72.11	g/mol
LUMO	0.020	eV

Record 2
This record from the OMol25 dataset describes one molecule with the formula C4H9NO2. The level of theory is the ωB97M-V functional and the def2-TZVPD basis.

```
16
Properties=species:S:1:pos:R:3:forces:R:3
C -2.13733 -0.69169 -0.10195 -0.019 -0.059 0.010
C -0.72386 -0.40742 -0.57823 -0.045 -0.214 0.218
O -0.77815 0.86690 -1.18759 0.429 0.107 -0.289
C 0.25142 -0.37212 0.60844 -0.023 0.072 0.137
N 1.59010 0.03069 0.21859 0.178 0.192 -0.110
C 2.22489 1.21848 0.46416 0.026 -0.260 0.083
O 3.37998 1.43218 0.15460 -0.491 0.032 0.091
H -2.22417 -1.64910 0.41777 0.134 0.110 0.063
H -2.84480 -0.71459 -0.93379 0.165 0.105 0.015
H -2.41994 0.12660 0.57083 -0.102 -0.230 -0.057
H -0.37051 -1.16504 -1.30382 -0.182 0.157 0.173
H 0.10622 1.05296 -1.53588 -0.222 0.089 0.050
H -0.13984 0.33876 1.35033 0.158 -0.135 -0.153
H 0.32199 -1.36189 1.08171 -0.178 0.216 -0.058
H 2.17564 -0.66952 -0.21297 0.061 0.048 -0.005
H 1.58835 1.96478 0.98778 0.110 -0.230 -0.168
```
Forces are in eV/Å.

Output
charge	0
SMILES	C[C@@H](O)CNC=O
M	103.12	g/mol
LUMO	0.825	eV

Record 3
This record from the OMol25 dataset describes C38H102Ag2FN2O39P6 as an isolated structure in a non-equilibrium geometry. The level of theory is the ωB97M-V functional and the def2-TZVPD basis.

```
190
Properties=species:S:1:pos:R:3:forces:R:3
Ag -1.83035 -1.67314 3.34994 -0.184 -0.351 -1.228
Ag -1.93431 -3.20318 -0.57377 -0.796 0.933 0.439
F -3.12592 -2.35881 1.33045 0.622 0.159 0.678
N 0.26854 -0.63486 0.70101 -1.048 -1.051 0.094
O 0.07591 -1.54078 -0.12294 -0.079 -0.736 -0.115
O 0.83258 0.37328 0.36460 1.848 2.583 -1.271
O -0.11678 -0.69747 1.87506 -0.427 -0.797 1.301
N -4.14206 -3.67130 -2.52293 -2.225 -1.156 -1.187
O -4.78429 -3.65193 -3.59774 0.258 -0.156 -0.856
O -4.14383 -2.70916 -1.81576 0.533 3.605 1.685
O -3.64566 -4.70288 -2.10151 1.543 -2.481 -0.043
C 0.18741 2.13444 -1.96848 0.114 0.453 1.010
O -0.68905 2.77328 -2.92449 0.809 0.660 -1.801
P -0.00569 3.36298 -4.28930 0.200 -1.746 0.997
O 0.96653 2.45211 -4.98956 -1.892 1.843 0.809
O -1.28251 3.88331 -5.12692 1.423 -1.028 0.353
C -2.26183 4.66377 -4.46414 -0.723 0.299 0.130
O 0.63144 4.70693 -3.68600 0.471 0.019 -0.453
C 1.23202 5.62044 -4.61673 -0.008 0.939 0.627
H -0.10783 2.44534 -0.96635 -0.758 -0.326 -0.030
H 1.19084 2.55918 -1.93996 0.308 -0.319 -0.892
H 0.14140 1.04860 -2.05177 0.155 0.264 -0.067
H -1.91008 5.09845 -3.52849 0.242 0.153 -0.210
H -3.13423 4.06476 -4.20298 0.076 -0.239 -0.132
H -2.57144 5.42256 -5.18281 0.017 0.143 0.213
H 0.43334 6.17675 -5.10738 0.057 -0.494 -0.794
H 2.01603 5.17927 -5.23220 -0.542 -0.292 -0.338
H 1.73053 6.43078 -4.08481 0.107 -0.333 0.664
C 3.12692 -0.49526 2.49048 -1.170 0.501 0.010
O 4.33963 -0.53775 3.24639 1.031 0.823 1.061
P 4.50993 0.46595 4.51663 -0.898 -0.317 0.432
O 3.37348 0.40539 5.49982 2.043 0.452 -1.737
O 5.91798 0.01281 5.19101 -1.732 0.875 -1.420
C 7.11616 -0.08770 4.42686 0.847 -0.038 0.456
O 4.82797 1.93129 3.83411 1.861 -3.174 1.556
C 3.78715 2.78376 3.58085 -1.478 1.845 -0.587
H 2.42633 -1.23425 2.87928 0.156 -0.184 -0.228
H 3.28190 -0.59208 1.41590 0.505 -0.416 0.197
H 2.60158 0.45549 2.58099 0.098 0.151 0.196
H 7.21824 -1.09699 4.02808 0.027 0.019 0.075
H 7.89228 0.14140 5.15710 0.209 -0.412 -0.081
H 7.29288 0.63241 3.62792 -0.794 0.188 -0.085
H 2.84781 2.30125 3.85092 -0.221 0.531 -0.210
H 3.85074 3.11545 2.54449 -0.428 -0.583 -0.396
H 3.89027 3.74857 4.07744 -0.025 -0.277 0.737
C -1.15719 6.75189 3.46366 -0.966 -0.286 -0.412
O -0.40053 6.13171 2.40827 1.985 -1.033 0.611
P 0.64246 4.92102 2.75319 -0.280 -1.767 0.745
O 1.67637 5.13910 3.83125 -1.987 0.036 -1.968
O -0.42681 3.69265 3.01480 0.550 3.546 -0.809
C -0.08154 2.34967 2.85957 1.202 -1.582 0.937
O 1.27668 4.45315 1.32273 -3.179 -0.323 2.368
C 2.32217 5.11726 0.77840 2.099 1.469 -1.712
H -0.87194 7.78842 3.64353 0.319 -0.167 -0.166
H -1.19348 6.19763 4.40151 0.436 -0.131 -0.105
H -2.16457 6.71144 3.04934 -0.193 0.317 0.294
H -0.67617 1.74402 2.17569 -0.252 0.621 -0.224
H -0.18498 1.91137 3.85219 0.111 -0.365 -0.092
H 0.96435 2.26992 2.56317 -0.072 -0.275 -0.166
H 2.23597 5.13024 -0.30811 -0.123 -0.471 -0.148
H 3.26362 4.62394 1.02007 0.125 0.248 0.124
H 2.34202 6.18335 1.00454 0.194 0.045 0.576
C 0.91033 -6.11053 -2.24840 0.369 0.198 0.079
O -0.21772 -6.85667 -1.66709 1.226 1.013 -0.627
P -0.65158 -6.54507 -0.17977 -1.520 -0.897 0.252
O -1.16693 -5.20437 0.13298 1.161 -1.324 0.168
O -1.74219 -7.72878 0.04611 1.319 -0.077 -0.332
C -2.88260 -7.89416 -0.81692 -0.721 0.677 -0.274
O 0.59594 -6.99222 0.72881 -0.124 -0.541 -0.495
C 1.15141 -8.33992 0.60192 -0.277 0.170 -0.227
H 1.34359 -5.29421 -1.67046 -0.762 0.042 0.824
H 0.64419 -5.60320 -3.17570 -0.414 -0.606 -0.059
H 1.77062 -6.77089 -2.35756 -0.370 -0.441 -0.361
H -2.74408 -7.45709 -1.80580 0.023 0.786 0.350
H -3.71982 -7.47812 -0.25650 -0.059 0.312 -0.520
H -3.18362 -8.90125 -1.10546 0.847 -0.651 0.883
H 0.71345 -8.94965 1.39219 0.239 0.033 -0.032
H 2.24106 -8.32515 0.62523 -0.070 0.505 0.621
H 0.96531 -8.81883 -0.35939 -0.635 0.295 -0.112
C -1.81848 -5.00040 -5.43046 -1.884 -0.856 0.712
O -0.79518 -4.05057 -5.34414 0.990 1.801 0.686
P -0.84468 -2.85289 -4.23955 0.820 0.870 -0.873
O -0.85117 -3.25389 -2.80401 0.081 0.399 -1.785
O 0.48669 -2.01920 -4.75203 -0.719 -1.640 0.600
C 1.06385 -1.07085 -3.85187 -0.839 0.808 0.797
O -2.02109 -1.86209 -4.73734 1.521 -2.468 -0.368
C -2.51417 -0.81368 -3.97792 -0.918 1.488 1.198
H -1.51975 -6.04843 -5.45274 1.032 0.156 0.243
H -2.43048 -4.92971 -6.32965 0.080 0.769 -0.055
H -2.45341 -4.89939 -4.55025 -0.437 -0.154 -0.105
H 2.03848 -1.31096 -3.42696 0.127 -0.455 -0.704
H 0.42926 -0.96040 -2.97256 -0.134 -0.031 0.186
H 1.07504 -0.09497 -4.33729 0.242 -0.084 -0.199
H -3.59963 -0.84425 -4.07240 0.074 0.064 0.206
H -2.14648 0.15936 -4.30366 0.146 -0.011 -0.641
H -2.25006 -0.81836 -2.92041 -0.128 -0.674 0.167
C 6.91957 -1.20010 -4.01039 0.603 -0.900 -1.735
O 6.48367 -0.77004 -2.74836 -0.549 -0.460 1.193
P 5.80500 -1.82024 -1.70993 -0.432 -0.517 0.213
O 6.48299 -3.15687 -1.64376 -0.998 2.022 -0.113
O 5.77302 -0.95282 -0.33161 1.326 0.003 -0.248
C 7.09271 -0.51151 0.22984 -0.176 -0.731 -1.144
O 4.22082 -1.83722 -2.13836 4.306 0.993 -0.058
C 3.24915 -2.47937 -1.36980 -1.328 -0.759 -0.195
H 6.71880 -0.47300 -4.79724 -0.845 0.119 0.317
H 6.55259 -2.19202 -4.27407 -0.602 0.167 -0.032
H 7.98644 -1.34585 -4.17963 0.505 0.227 1.217
H 7.24695 -0.76369 1.27899 -0.761 -0.239 -0.097
H 7.27061 0.55593 0.09934 -0.629 0.015 -0.151
H 7.85959 -1.02679 -0.34851 0.139 -0.014 0.141
H 2.52493 -1.68283 -1.19911 -0.486 -0.658 0.545
H 3.55387 -3.02485 -0.47665 0.468 0.592 0.239
H 2.87871 -3.26462 -2.02879 -0.671 0.099 0.080
C 5.98554 4.67125 -5.03356 0.594 -0.413 0.486
O 5.68287 3.44629 -4.35834 -0.256 0.691 -0.268
C 4.29957 3.33904 -4.03969 -0.547 -0.089 0.413
C 3.96983 2.18374 -3.08515 -0.136 0.488 -1.058
O 3.73492 2.65196 -1.77284 -0.045 0.831 -0.848
C 3.56039 1.55837 -0.94924 1.195 -1.149 1.122
H 5.46071 4.81445 -5.97809 -0.394 -0.149 0.026
H 7.05032 4.69186 -5.26577 0.055 -0.431 -0.027
H 5.85929 5.53586 -4.38195 -0.517 0.099 0.135
H 3.66837 3.27555 -4.92606 0.256 -0.482 -0.508
H 3.88875 4.23240 -3.56932 0.421 0.461 0.423
H 4.72664 1.40070 -3.13206 0.433 0.048 0.229
H 3.05590 1.71688 -3.45239 -0.281 -0.084 -0.060
H 3.31307 1.86250 0.06783 -0.529 0.117 -0.204
H 4.52238 1.05304 -0.86369 0.315 -0.208 0.155
H 2.91462 0.77094 -1.33789 -0.706 0.321 0.007
C -4.06514 0.84860 3.14789 -0.607 -0.282 1.088
O -3.01876 0.34197 3.98885 -0.144 -0.503 -0.312
C -2.73940 1.01006 5.19590 1.662 0.800 -0.902
C -1.61243 0.29031 6.00052 0.208 -1.394 -0.332
O -0.58928 -0.31573 5.12483 -1.338 1.353 0.181
C 0.53425 -0.92063 5.74218 -0.924 -1.047 0.833
H -3.95164 1.90461 2.90279 0.401 -0.020 -0.312
H -5.01462 0.75689 3.67532 -0.250 0.186 0.463
H -4.23185 0.17805 2.30489 0.838 0.118 -0.238
H -3.64937 1.23736 5.75123 -0.008 -0.434 0.476
H -2.28661 1.97000 4.94774 -0.196 0.501 -0.227
H -2.09922 -0.45719 6.62692 0.161 -0.634 -0.118
H -1.10148 0.94028 6.71085 -0.087 0.540 -0.217
H 0.24707 -1.92139 6.06485 -0.163 -0.448 -0.052
H 0.81882 -0.45835 6.68738 0.419 0.703 -0.347
H 1.34643 -1.07915 5.03271 -0.147 0.713 0.079
C -4.34647 -3.05830 4.77238 -0.421 -0.106 0.483
O -3.08941 -2.71750 5.33448 -0.359 -0.029 -0.232
C -2.41855 -3.80694 5.98660 1.311 1.901 -1.913
C -1.63284 -4.60231 4.90784 -0.764 -0.868 -0.923
O -0.72513 -3.84592 4.11698 1.365 0.692 0.511
C -0.02410 -4.59167 3.09952 -0.575 -0.809 -0.214
H -4.93741 -3.47222 5.58942 -0.383 -0.284 0.005
H -4.31035 -3.76479 3.94312 0.274 0.016 -0.080
H -4.86740 -2.16396 4.43049 0.404 0.117 -0.059
H -3.13387 -4.33985 6.61304 0.310 -0.513 -0.102
H -1.69985 -3.21135 6.54951 0.178 -0.607 0.657
H -2.32361 -4.94075 4.13558 -0.666 -0.530 0.308
H -1.14403 -5.48965 5.31008 0.147 -0.037 0.346
H 0.77433 -5.26842 3.40384 0.088 0.057 1.159
H 0.47377 -3.98754 2.34107 -0.650 0.771 0.291
H -0.71376 -5.25996 2.58392 -0.323 0.290 -0.164
C -7.67844 -1.80903 -2.03246 0.462 -2.022 -0.477
O -6.93731 -0.80862 -1.46296 0.030 2.390 0.439
C -6.22301 -0.02969 -2.40118 1.948 0.357 1.049
C -5.23378 0.91094 -1.68040 0.624 -0.650 0.662
O -4.17819 0.22572 -0.97846 -0.565 0.698 -1.584
C -3.18989 1.07422 -0.42017 -0.780 -1.276 1.792
H -6.94492 -2.51984 -2.41298 -0.142 -0.267 -0.883
H -8.38641 -1.49541 -2.79961 -0.063 0.198 -0.155
H -8.19154 -2.42327 -1.29250 -0.250 0.587 0.428
H -6.75268 0.68900 -3.02652 -1.114 -0.259 -0.059
H -5.62433 -0.65385 -3.06459 -0.083 -0.423 -0.045
H -5.74829 1.56184 -0.97350 -0.408 0.012 0.341
H -4.81309 1.60072 -2.41205 0.219 -0.010 -0.493
H -2.40280 1.54936 -1.00569 -0.352 -0.087 -0.789
H -2.74468 0.37651 0.28911 0.699 0.030 -0.016
H -3.67667 1.78619 0.24635 -0.071 0.684 -0.130
C -4.74687 5.48928 -0.40865 -0.483 1.717 -0.531
C -3.47559 4.80284 -0.73154 0.775 -0.755 0.468
C -2.77054 4.80830 0.61804 -0.144 -0.457 -0.360
O -3.82439 4.58408 1.53293 0.095 -1.076 0.863
C -4.99413 5.21944 1.07444 -0.035 0.192 -0.114
H -5.49148 5.16561 -1.13590 -0.453 0.301 0.414
H -4.52947 6.55167 -0.51899 -0.597 0.293 -0.184
H -2.86792 5.27550 -1.50318 -0.222 -0.196 -0.152
H -3.81164 3.79564 -0.97798 0.959 -0.323 -0.261
H -2.29686 5.75470 0.87891 0.208 0.224 -0.385
H -2.03226 4.00960 0.68956 -0.031 -0.006 0.312
H -5.09091 6.13913 1.65142 -0.274 0.348 -0.142
H -5.88672 4.62655 1.27414 0.177 -0.339 0.041
```
Forces are in eV/Å.

Output
charge	-1
M	1631.79	g/mol
LUMO	1.932	eV

Record 4
This record from the OMol25 dataset describes an isolated ion of composition C23H26N3S and charge +1 in a non-equilibrium geometry. The level of theory is the ωB97M-V functional and the def2-TZVPD basis.

```
53
Properties=species:S:1:pos:R:3:forces:R:3
C 2.32634 1.99103 1.05948 -0.037 0.309 0.000
C 3.42704 1.66139 0.09413 0.591 0.236 0.180
N 3.26598 0.36387 -0.58259 -1.709 -1.556 1.743
C 2.59037 -0.61232 0.09702 0.449 1.390 -0.241
N 1.97920 -0.35488 1.25983 0.131 0.105 0.243
C 2.19587 0.85772 2.02996 -0.168 0.011 0.252
C 1.29246 -1.45052 1.94315 0.156 -0.064 -0.049
C 1.09637 -2.52195 0.88957 -0.448 -0.121 0.447
S 2.36872 -2.26349 -0.35447 -0.143 -0.611 0.391
H 2.59369 2.90294 1.59256 -0.045 0.056 -0.088
H 1.39736 2.16513 0.51925 -0.150 -0.019 0.078
H 3.50171 2.43555 -0.66555 -0.018 -0.174 -0.081
H 4.37931 1.64139 0.64943 -0.050 -0.021 -0.246
H 3.08930 0.76692 2.66639 -0.110 -0.084 -0.193
H 1.34364 0.97103 2.69832 -0.038 0.083 -0.042
H 1.89094 -1.82114 2.78234 0.148 0.143 -0.095
H 0.35711 -1.06559 2.36108 0.060 -0.142 -0.192
H 1.25183 -3.52529 1.29029 -0.192 0.125 -0.045
H 0.10779 -2.44964 0.42338 0.257 -0.086 0.025
C 5.89988 3.02882 -2.07983 0.164 0.175 0.609
C 4.69929 2.49423 -2.76745 -1.082 -1.275 -0.038
N 4.00358 3.27736 -3.64952 -0.005 -0.010 -0.082
C 4.29887 4.66659 -3.91387 0.170 0.212 -0.072
C 2.99130 2.54210 -4.25466 0.576 -0.323 0.445
C 3.08486 1.20963 -3.76458 0.251 0.845 0.018
C 2.35415 0.23421 -4.44481 -0.507 -0.046 -0.074
C 1.36252 0.62736 -5.34416 0.226 -0.164 0.006
C 1.21275 1.96613 -5.73029 0.553 0.519 0.524
C 2.07922 2.94713 -5.21349 -0.600 -0.549 -0.467
C 4.08548 1.23026 -2.70334 0.100 0.867 -0.971
C 4.24146 0.17612 -1.64791 1.757 -0.162 -1.591
C 4.44369 -1.21182 -2.28950 -0.889 0.309 -0.205
C 3.41825 -2.09151 -2.66797 0.507 -0.494 -0.394
C 3.74462 -3.42956 -3.00257 -0.218 1.039 -0.108
C 5.05464 -3.76690 -3.28455 0.286 -0.098 -0.016
C 6.05622 -2.79179 -3.17757 -0.249 0.296 0.162
C 5.75009 -1.54049 -2.63636 0.545 -0.589 0.201
H 6.39014 2.23595 -1.49720 -0.096 0.297 -0.192
H 6.63487 3.44298 -2.78916 -0.293 -0.230 0.177
H 5.63009 3.84485 -1.38669 0.169 -0.223 -0.158
H 3.45413 5.10324 -4.44088 0.089 0.061 0.043
H 4.44642 5.21992 -2.97983 -0.062 -0.106 -0.171
H 5.19697 4.78418 -4.53322 -0.176 -0.044 0.074
H 2.61847 -0.81283 -4.34399 -0.466 0.313 0.051
H 0.70352 -0.13573 -5.76263 0.338 0.237 -0.109
H 0.46418 2.23623 -6.46535 0.042 0.012 0.089
H 2.06016 3.97938 -5.55118 -0.148 -0.228 -0.090
H 5.20523 0.38951 -1.15888 -0.091 -0.152 0.005
H 2.36857 -1.78017 -2.74215 0.729 -0.194 0.425
H 2.94661 -4.16643 -3.02175 0.110 0.081 -0.383
H 5.29600 -4.78139 -3.61788 -0.030 0.416 0.188
H 7.07611 -3.00907 -3.47634 -0.121 -0.032 0.080
H 6.54721 -0.80824 -2.46009 -0.262 -0.339 -0.066
```
Forces are in eV/Å.

Output
charge	+1
M	376.55	g/mol
LUMO	-2.513	eV

Number 1: E -232.401306 Ha. Number 2: E -363.053701 Ha. Number 3: E -6994.949314 Ha. Number 4: E -1454.258616 Ha.